Entry 1:
Here is the molecule C8H8N2O2 from the OMol25 dataset. Energies are from ωB97M-V/def2-TZVPD.

Structure (XYZ):
```
20
C8H8N2O2 ωB97M-V/def2-TZVPD
C -2.499 1.422 -3.105
C -1.543 1.473 -2.155
C -0.418 0.387 -2.206
C 0.974 -0.445 -0.491
C 0.867 -0.524 1.064
C 1.960 -1.272 1.659
C 1.147 -1.083 3.626
C -0.015 -0.396 3.146
H -3.195 2.221 -3.388
H -2.790 0.524 -3.829
H -1.461 2.080 -1.228
H 0.426 1.002 -2.568
H -0.542 -0.605 -2.844
H 2.611 -1.782 0.915
H 1.244 -1.152 4.801
H -0.628 0.305 3.738
N 2.148 -1.506 2.951
N -0.040 0.041 1.897
O -0.195 0.038 -0.865
O 1.947 -0.728 -1.117
```

## Properties
multiplicity = 1
energy relative to the best compared isomer or geometry (same formula, charge and spin) = 69.0 kcal/mol
SMILES = C=CCOC(=O)c1cnccn1
LUMO = 0.0014 Eh
Kohn-Sham gap = 9.50 eV
E_HOMO = -9.5 eV

Entry 2:
Here is the molecule C8H8N2O2S from the OMol25 dataset. Energies are from ωB97M-V/def2-TZVPD.

Structure (XYZ):
```
21
C8H8N2O2S ωB97M-V/def2-TZVPD
C -2.761 -0.351 0.437
C -3.280 0.836 0.008
C -1.423 -0.608 0.428
C -2.337 1.833 -0.414
C -0.475 0.338 -0.021
C -1.030 1.502 -0.544
C 0.934 0.088 0.122
C 3.269 -0.085 -0.197
N 2.152 1.548 -1.348
N 1.981 0.564 -0.560
O -0.548 2.885 -2.679
O 0.116 3.785 -0.475
S -0.011 2.702 -1.385
H -3.321 -1.190 0.675
H -4.318 1.105 0.142
H -0.986 -1.465 0.864
H -2.492 2.797 -0.781
H 1.104 -0.730 0.772
H 2.970 -0.674 0.680
H 3.969 0.701 0.074
H 3.690 -0.619 -1.069
```

## Properties
multiplicity = 1
energy relative to the best compared isomer or geometry (same formula, charge and spin) = 115.8 kcal/mol
LUMO (spin up / spin down) = -0.0342 / -0.0343 Eh
Kohn-Sham gap (spin up / spin down) = 6.99 / 6.99 eV
E_HOMO (spin up / spin down) = -7.9 / -7.9 eV

Entry 3:
Here is the ion C8H8N2O3P with charge -1 from the OMol25 dataset. Energies are from ωB97M-V/def2-TZVPD.

Structure (XYZ):
```
22
C8H8N2O3P ωB97M-V/def2-TZVPD
C -2.140 -1.906 0.017
C -0.964 -2.529 -0.204
C -2.191 -0.497 -0.160
C 0.242 -1.920 -0.201
C -0.939 1.614 -0.644
C -0.998 0.133 -0.430
C 0.252 -0.528 -0.385
C -1.761 2.423 -0.068
N 1.278 0.325 -0.282
N -2.814 3.059 0.184
O 3.805 -0.478 -0.820
O 3.063 1.900 -0.108
O 3.280 0.063 1.493
P 2.828 0.293 -0.099
H -3.118 -2.467 0.212
H -0.876 -3.611 0.088
H -3.243 -0.066 -0.145
H 1.129 -2.480 0.022
H 0.057 1.780 -1.130
H 3.767 -0.688 1.416
H 2.142 2.189 0.011
H -2.801 3.393 1.232
```

## Properties
multiplicity = 3
energy relative to the best compared isomer or geometry (same formula, charge and spin) = 0.0 kcal/mol
LUMO (spin up / spin down) = 0.1303 / 0.0494 Eh
net charge = -1
⟨S²⟩ = 2.02
Kohn-Sham gap (spin up / spin down) = 4.12 / 6.05 eV
E_HOMO (spin up / spin down) = -0.6 / -4.7 eV

Entry 4:
Here is the molecule C8H8N2OS from the OMol25 dataset. Energies are from ωB97M-V/def2-TZVPD.

Structure (XYZ):
```
20
C8H8N2OS ωB97M-V/def2-TZVPD
C -0.506 2.195 2.113
C -0.332 0.899 2.706
C -0.236 2.452 0.800
C 0.054 -0.112 1.843
C 0.017 1.387 -0.054
C 0.146 0.107 0.505
C -1.011 -1.453 -2.663
C 0.231 -1.024 -0.394
N -0.125 -0.929 -1.792
N 1.240 -1.085 -1.402
O -1.016 -1.361 -3.880
S 1.918 -2.668 -1.700
H -0.813 3.063 2.660
H -0.132 0.784 3.779
H -0.537 3.485 0.484
H -0.065 -1.103 2.148
H 0.058 1.499 -1.179
H -1.916 -1.883 -1.971
H -0.005 -2.026 0.060
H 3.030 -2.227 -2.062
```

## Properties
multiplicity = 1
energy relative to the best compared isomer or geometry (same formula, charge and spin) = 77.1 kcal/mol
SMILES = O=CN1[C@H](c2ccccc2)N1S
LUMO = 0.0135 Eh
Kohn-Sham gap = 9.67 eV
E_HOMO = -9.3 eV

Entry 5:
Here is the molecule C8H8N2S2 from the OMol25 dataset. Energies are from ωB97M-V/def2-TZVPD.

Structure (XYZ):
```
20
C8H8N2S2 ωB97M-V/def2-TZVPD
C 2.991 -0.318 -0.687
C 2.658 1.063 -0.567
C 2.101 -1.299 -0.325
C 1.395 1.452 -0.192
C 0.788 -0.865 -0.024
C 0.407 0.515 -0.028
C -1.413 -1.610 0.325
C -1.980 -0.033 0.237
N -0.187 -1.846 0.219
N -0.895 0.855 0.320
S -3.051 0.365 -1.228
S -3.274 0.265 1.668
H 3.875 -0.528 -1.188
H 3.434 1.787 -0.775
H 2.363 -2.334 -0.386
H 0.974 2.435 -0.312
H -2.144 -2.498 0.286
H -1.256 1.829 0.526
H -4.219 0.303 -0.658
H -2.567 0.462 2.789
```

## Properties
multiplicity = 1
energy relative to the best compared isomer or geometry (same formula, charge and spin) = 42.0 kcal/mol
SMILES = SC1(S)C=Nc2ccccc2N1
LUMO = 0.0160 Eh
Kohn-Sham gap = 8.50 eV
E_HOMO = -8.1 eV

Entry 6:
Here is the molecule C8H8N4 from the OMol25 dataset. Energies are from ωB97M-V/def2-TZVPD.

Structure (XYZ):
```
20
C8H8N4 ωB97M-V/def2-TZVPD
C -0.916 2.214 -2.097
C -0.479 1.067 -1.240
C 0.522 0.215 -1.599
C 0.937 -0.815 -0.700
C 1.569 -2.566 1.061
C 0.401 -0.668 0.600
C -0.573 0.268 0.940
C -1.192 0.253 2.301
H -1.041 1.773 -3.109
H -1.900 2.524 -1.693
H -0.096 2.990 -2.082
H 0.911 0.213 -2.616
H 1.951 -3.283 1.821
H -0.554 -0.042 3.156
H -1.931 -0.476 2.376
H -1.634 1.254 2.439
N 1.889 -1.752 -0.974
N 2.234 -2.699 -0.120
N 0.844 -1.622 1.451
N -0.942 1.153 0.085
```

## Properties
multiplicity = 1
energy relative to the best compared isomer or geometry (same formula, charge and spin) = 47.3 kcal/mol
SMILES = Cc1cc2nncnc2c(C)n1
LUMO = -0.0361 Eh
Kohn-Sham gap = 8.42 eV
E_HOMO = -9.4 eV

Entry 7:
Here is the molecule C8H8N4S from the OMol25 dataset. Energies are from ωB97M-V/def2-TZVPD.

Structure (XYZ):
```
21
C8H8N4S ωB97M-V/def2-TZVPD
C 3.697 -0.636 0.030
C 2.255 -0.323 -0.143
C 1.688 0.862 -0.655
C 0.393 1.367 -0.718
C -0.447 0.604 0.193
C -2.985 0.476 -0.063
C -0.124 -0.808 0.394
C 1.213 -1.177 0.323
H 3.594 -1.564 0.733
H 4.520 0.129 0.632
H 4.187 -1.044 -1.087
H 2.314 1.747 -0.972
H 0.058 2.251 -1.119
H -1.740 2.004 1.246
H -0.691 -1.522 0.872
H 1.324 -2.362 0.283
N -1.804 0.980 0.527
N -4.183 0.973 0.325
N -5.204 0.235 0.003
N -4.879 -0.975 -0.349
S -3.187 -1.219 -0.454
```

## Properties
multiplicity = 1
energy relative to the best compared isomer or geometry (same formula, charge and spin) = 128.8 kcal/mol
SMILES = Cc1ccc(Nc2nnns2)cc1
LUMO = -0.0042 Eh
Kohn-Sham gap = 8.73 eV
E_HOMO = -8.8 eV

Entry 8:
Here is the molecule C8H8O from the OMol25 dataset. Energies are from ωB97M-V/def2-TZVPD.

Structure (XYZ):
```
17
C8H8O ωB97M-V/def2-TZVPD
C -1.322 0.631 2.003
C -0.523 1.713 1.736
C -1.106 -0.597 1.322
C 0.653 1.657 0.886
C -0.147 -0.571 0.338
C 0.712 0.524 0.133
C 0.841 -0.566 -0.823
C 0.094 -0.876 -2.459
O 2.009 -1.392 -0.781
H -2.142 0.755 2.787
H -0.932 2.540 2.285
H -1.634 -1.550 1.447
H 1.340 2.480 0.683
H 0.766 -0.537 -3.171
H -0.817 -0.316 -2.346
H 0.129 -1.929 -2.500
H 2.079 -1.967 -1.540
```

## Properties
multiplicity = 3
energy relative to the best compared isomer or geometry (same formula, charge and spin) = 73.9 kcal/mol
LUMO (spin up / spin down) = 0.0305 / -0.1238 Eh
⟨S²⟩ = 2.01
Kohn-Sham gap (spin up / spin down) = 5.44 / 5.45 eV
E_HOMO (spin up / spin down) = -4.6 / -8.8 eV

Entry 9:
Here is the molecule C8H8O2S2 from the OMol25 dataset. Energies are from ωB97M-V/def2-TZVPD.

Structure (XYZ):
```
20
C8H8O2S2 ωB97M-V/def2-TZVPD
C 0.244 0.892 1.175
C 1.499 0.897 0.771
C -2.219 0.559 0.280
C -3.135 -0.417 -0.017
C -0.959 0.060 0.737
C 2.220 -0.015 -0.098
C -1.025 -1.326 0.863
C 1.569 -0.450 -1.419
O 4.271 -1.761 -0.126
O 3.554 0.657 -0.237
S -2.377 -1.993 0.298
S 3.728 -0.714 0.629
H 0.149 1.502 2.121
H 2.115 1.593 1.345
H -2.467 1.653 0.205
H -4.123 -0.336 -0.408
H -0.190 -1.956 1.238
H 0.529 -0.367 -1.434
H 1.794 -1.599 -1.448
H 2.087 -0.118 -2.273
```

## Properties
multiplicity = 1
energy relative to the best compared isomer or geometry (same formula, charge and spin) = 68.7 kcal/mol
LUMO = 0.0215 Eh
Kohn-Sham gap = 9.47 eV
E_HOMO = -8.9 eV

Entry 10:
Here is a structure of composition C8H8O3 from the OMol25 dataset. Energies are from ωB97M-V/def2-TZVPD.

Structure (XYZ):
```
19
C8H8O3 ωB97M-V/def2-TZVPD
C -1.398 2.131 -0.307
C 0.167 0.558 0.432
C 1.522 0.983 0.243
C 2.449 0.109 -0.154
C 2.350 -1.326 0.078
C 0.994 -1.755 0.177
C -0.127 -0.708 0.124
C -1.498 -1.238 -0.006
H -1.780 1.379 -1.082
H -2.373 2.749 -0.110
H -0.513 2.520 -0.870
H 1.582 2.108 0.448
H 3.437 0.343 -0.578
H 3.086 -1.972 -0.325
H 0.672 -2.870 0.461
H -3.418 -1.295 0.485
O -0.847 1.372 0.927
O -2.621 -0.588 -0.171
O -1.684 -2.502 0.228
```

## Properties
multiplicity = 1
energy relative to the best compared isomer or geometry (same formula, charge and spin) = 113.3 kcal/mol
LUMO = -0.0061 Eh
Kohn-Sham gap = 9.18 eV
E_HOMO = -9.3 eV

Entry 11:
Here is a structure of composition C8H8O3 from the OMol25 dataset. Energies are from ωB97M-V/def2-TZVPD.

Structure (XYZ):
```
19
C8H8O3 ωB97M-V/def2-TZVPD
C -3.038 0.170 -0.042
C -1.598 -0.060 -0.005
C -0.901 -1.298 0.110
C 0.428 -1.253 0.128
C 1.267 -0.078 0.092
C 2.777 -0.140 0.049
C 0.608 1.146 -0.079
C -0.822 1.140 -0.103
H -3.303 -0.791 -0.450
H -3.604 1.116 -0.390
H -3.235 0.140 1.128
H -1.795 -2.185 -0.082
H 1.086 -2.412 -0.030
H 2.716 -1.823 -0.185
H 2.343 2.484 0.289
H -1.139 1.970 -0.290
O 3.460 -1.275 -0.257
O 3.454 0.862 0.209
O 1.294 2.287 -0.094
```

## Properties
multiplicity = 1
energy relative to the best compared isomer or geometry (same formula, charge and spin) = 101.0 kcal/mol
LUMO = 0.0117 Eh
Kohn-Sham gap = 9.43 eV
E_HOMO = -9.1 eV

Entry 12:
Here is a structure of composition C8H8O3S from the OMol25 dataset. Energies are from ωB97M-V/def2-TZVPD.

Structure (XYZ):
```
20
C8H8O3S ωB97M-V/def2-TZVPD
C -2.737 0.642 0.062
C -2.130 -0.459 0.602
C -1.971 1.696 -0.520
C -0.715 -0.569 0.719
C -0.601 1.618 -0.332
C 0.017 0.489 0.278
C 2.016 -0.681 0.941
C 1.422 0.448 0.352
O 3.275 -1.678 -1.364
O 0.971 -2.262 -0.912
O 1.473 -0.114 -1.747
S 1.976 -1.296 -1.074
H -3.885 0.729 0.085
H -2.724 -1.259 0.842
H -2.381 2.505 -1.129
H -0.560 -1.472 1.323
H 0.118 2.222 -0.892
H 2.989 -0.582 1.211
H 1.516 -1.388 1.448
H 1.931 1.413 0.109
```

## Properties
multiplicity = 1
energy relative to the best compared isomer or geometry (same formula, charge and spin) = 70.0 kcal/mol
LUMO = -0.0416 Eh
Kohn-Sham gap = 8.57 eV
E_HOMO = -9.7 eV

> Which value of multiplicity does entry 1 give?

1

> multiplicity of number 10 (C8H8O3)?

1